{"formula": "C13H25IrP2", "method": "ωB97M-V/def2-TZVPD", "homo_lumo_gap_ev": [9.15, 4.51], "charge": 2, "s2": 6.01, "multiplicity": 5, "total_energy_ha": -1296.5521, "largest_force_ev_per_a": 4.3, "elements": ["C", "C", "H", "H", "H", "H", "Ir", "C", "C", "C", "C", "H", "H", "H", "C", "H", "H", "C", "P", "C", "C", "C", "P", "C", "C", "H", "H", "H", "H", "H", "H", "H", "H", "H", "H", "H", "H", "H", "H", "H", "H"], "coordinates": [[0.30, 2.01, -1.14], [1.02, 0.93, -1.79], [0.71, 2.51, -0.25], [-0.31, 2.63, -1.81], [0.89, 0.84, -2.87], [1.98, 0.57, -1.39], [-0.62, 0.22, -0.82], [-2.38, -0.20, 0.46], [-2.71, -0.44, -0.91], [-0.97, -1.88, -0.34], [-1.31, -1.09, 0.81], [-3.50, 0.05, -1.48], [-1.87, -1.90, -2.41], [-0.18, -2.63, -0.38], [-1.86, -1.49, -1.41], [-0.85, -1.19, 1.79], [-2.84, 0.54, 1.12], [0.16, 1.16, 3.04], [1.36, 2.32, 2.29], [2.23, 2.88, 3.81], [2.69, 1.27, 1.44], [3.23, -0.09, 1.89], [2.35, -1.62, 1.24], [3.75, -2.82, 1.12], [1.66, -2.27, 2.82], [0.29, 1.19, 4.12], [0.29, 0.14, 2.68], [-0.86, 1.50, 2.79], [2.91, 2.10, 4.16], [2.79, 3.80, 3.58], [1.50, 3.13, 4.60], [2.34, 1.20, 0.39], [3.55, 1.96, 1.42], [4.24, -0.17, 1.46], [3.33, -0.19, 2.99], [4.40, -2.77, 2.01], [3.33, -3.83, 1.03], [4.34, -2.61, 0.23], [1.06, -1.53, 3.36], [2.50, -2.58, 3.45], [1.04, -3.15, 2.60]]}

{"formula": "C3H5IS", "method": "ωB97M-V/def2-TZVPD", "de_lowest_kcal_mol": 93.33, "homo_lumo_gap_ev": [7.35, 8.39], "multiplicity": 1, "total_energy_ha": -813.0046, "largest_force_ev_per_a": 2.9, "elements": ["C", "C", "C", "S", "I", "H", "H", "H", "H", "H"], "coordinates": [[0.01, -0.10, 1.09], [-0.61, -0.60, 0.06], [-1.09, -0.09, -1.24], [-1.08, 1.61, -1.43], [-2.53, -1.26, -2.09], [0.33, -0.82, 1.85], [0.54, 0.89, 1.13], [-0.86, -1.65, 0.03], [0.72, -0.96, -1.93], [-2.07, 1.75, -2.42]]}

{"formula": "C12H43N3O8", "method": "ωB97M-V/def2-TZVPD", "homo_lumo_gap_ev": [9.00, 3.25], "charge": 1, "s2": 0.76, "multiplicity": 2, "total_energy_ha": -1248.7514, "largest_force_ev_per_a": 3.8, "elements": ["O", "H", "H", "O", "H", "H", "O", "H", "H", "O", "H", "H", "O", "H", "H", "C", "C", "C", "O", "C", "N", "H", "H", "H", "H", "H", "H", "H", "H", "H", "H", "H", "C", "C", "C", "O", "C", "N", "H", "H", "H", "H", "H", "H", "H", "H", "H", "H", "H", "C", "C", "C", "O", "C", "N", "H", "H", "H", "H", "H", "H", "H", "H", "H", "H", "H"], "coordinates": [[-3.16, 5.62, 25.69], [-3.55, 5.20, 26.46], [-3.64, 6.44, 25.60], [-3.58, 9.61, 28.34], [-3.03, 9.79, 29.10], [-3.19, 10.14, 27.64], [-4.30, 11.61, 23.86], [-3.79, 10.80, 23.88], [-4.76, 11.59, 23.02], [-2.06, 8.62, 24.64], [-1.48, 8.14, 25.23], [-2.15, 9.48, 25.06], [-1.44, 10.65, 26.17], [-0.98, 11.47, 25.97], [-0.98, 10.30, 26.94], [4.55, 9.20, 21.29], [3.88, 8.29, 22.26], [2.97, 9.18, 23.11], [2.25, 8.34, 23.98], [1.09, 8.85, 24.69], [3.13, 7.17, 21.66], [5.24, 9.79, 21.90], [3.83, 9.80, 20.73], [5.18, 8.65, 20.60], [4.64, 7.82, 22.89], [2.24, 9.78, 22.56], [3.63, 9.82, 23.70], [1.32, 9.68, 25.36], [0.73, 7.97, 25.22], [0.31, 9.07, 23.96], [2.72, 6.74, 22.48], [2.40, 7.36, 20.99], [0.36, 6.30, 27.99], [-0.76, 7.12, 28.50], [-0.19, 8.36, 29.26], [-1.34, 9.15, 29.63], [-1.22, 10.53, 30.14], [-1.55, 7.40, 27.33], [0.92, 6.84, 27.23], [0.15, 5.29, 27.63], [1.04, 6.10, 28.82], [-1.38, 6.50, 29.15], [0.53, 8.94, 28.70], [0.32, 8.14, 30.20], [-1.61, 10.69, 31.14], [-1.54, 11.26, 29.40], [-0.18, 10.80, 30.30], [-1.87, 6.47, 27.08], [-2.40, 7.89, 27.54], [-2.44, 4.36, 22.74], [-1.03, 4.74, 22.93], [-0.76, 6.24, 22.58], [-0.86, 6.43, 21.22], [-1.04, 7.80, 20.82], [-0.69, 4.58, 24.32], [-2.74, 3.46, 23.26], [-2.77, 4.36, 21.70], [-2.93, 5.22, 23.20], [-0.54, 3.91, 22.41], [0.24, 6.40, 22.97], [-1.44, 6.86, 23.17], [-1.94, 8.14, 21.34], [-1.26, 7.85, 19.75], [-0.23, 8.44, 21.16], [-1.45, 5.14, 24.70], [0.17, 4.95, 24.69]]}

{"formula": "C20H27F4N3OOsSi", "method": "ωB97M-V/def2-TZVPD", "de_lowest_kcal_mol": 48.53, "homo_lumo_gap_ev": 6.42, "charge": 2, "multiplicity": 1, "total_energy_ha": -1796.8250, "largest_force_ev_per_a": 3.3, "elements": ["Os", "C", "N", "C", "C", "C", "N", "C", "C", "F", "C", "F", "C", "C", "F", "C", "F", "H", "H", "H", "H", "H", "H", "H", "H", "H", "H", "H", "C", "Si", "C", "C", "C", "C", "C", "C", "C", "H", "H", "H", "H", "H", "H", "H", "H", "H", "H", "H", "C", "C", "N", "O", "H", "H", "H", "H", "H"], "coordinates": [[-0.23, 0.24, 0.01], [-2.51, 2.09, -0.30], [-1.23, 1.98, 0.45], [-0.40, 3.20, 0.16], [-1.54, 1.91, 1.93], [-0.39, 1.33, 2.71], [0.00, 0.12, 1.96], [0.63, -1.00, 2.53], [0.88, -2.08, 1.66], [0.60, -1.93, 0.32], [1.40, -3.26, 2.09], [1.60, -4.24, 1.21], [1.71, -3.43, 3.43], [1.51, -2.37, 4.30], [1.82, -2.49, 5.58], [0.99, -1.16, 3.86], [0.85, -0.16, 4.73], [-3.08, 2.95, 0.08], [-3.09, 1.18, -0.16], [-2.29, 2.24, -1.35], [-1.02, 4.09, 0.26], [-0.02, 3.12, -0.85], [0.42, 3.24, 0.86], [-2.41, 1.27, 2.04], [-1.80, 2.91, 2.29], [-0.68, 1.12, 3.73], [0.46, 2.01, 2.75], [2.11, -4.37, 3.80], [-0.43, 1.86, -3.44], [-0.08, 0.37, -2.46], [1.44, -0.33, -3.16], [-1.44, -0.73, -2.14], [-1.20, -2.12, -1.93], [-2.24, -3.01, -1.99], [-3.54, -2.55, -2.22], [-3.81, -1.19, -2.39], [-2.78, -0.28, -2.32], [-0.43, 1.57, -4.50], [0.38, 2.60, -3.32], [-1.38, 2.35, -3.24], [1.31, -0.50, -4.23], [1.72, -1.29, -2.71], [2.26, 0.37, -3.02], [-0.19, -2.48, -1.76], [-2.06, -4.07, -1.87], [-4.36, -3.26, -2.27], [-4.83, -0.85, -2.57], [-2.98, 0.77, -2.45], [3.68, -0.52, 0.05], [2.83, 0.68, 0.34], [3.33, 1.63, 1.12], [1.70, 0.80, -0.17], [4.41, -0.26, -0.72], [3.05, -1.32, -0.34], [4.22, -0.86, 0.93], [4.28, 1.58, 1.45], [2.83, 2.50, 1.24]]}

{"formula": "C17H27AuN6O3S3", "method": "ωB97M-V/def2-TZVPD", "homo_lumo_gap_ev": [7.43, 7.01], "s2": 2.02, "multiplicity": 3, "total_energy_ha": -2548.4808, "largest_force_ev_per_a": 0.7, "elements": ["Au", "O", "C", "C", "C", "C", "C", "C", "C", "O", "N", "N", "C", "S", "C", "C", "S", "H", "H", "H", "H", "H", "H", "H", "H", "H", "C", "C", "C", "C", "N", "H", "H", "H", "H", "H", "H", "H", "H", "H", "C", "C", "N", "O", "H", "H", "H", "H", "H", "N", "C", "N", "S", "H", "H", "H", "H"], "coordinates": [[-0.48, -0.21, -0.93], [4.72, -1.16, 1.19], [3.93, -1.30, 2.27], [4.55, -1.56, 3.49], [3.80, -1.71, 4.64], [2.41, -1.59, 4.60], [1.80, -1.34, 3.39], [2.53, -1.19, 2.21], [1.79, -0.90, 0.95], [0.52, -0.80, 1.02], [2.53, -0.76, -0.14], [1.78, -0.50, -1.28], [2.45, -0.54, -2.36], [4.16, -0.97, -2.38], [4.35, -0.72, -4.16], [3.04, -1.09, -4.82], [1.73, -0.22, -3.93], [4.13, -0.96, 0.43], [5.63, -1.65, 3.51], [4.30, -1.91, 5.58], [1.82, -1.71, 5.50], [0.72, -1.27, 3.32], [5.17, -1.36, -4.50], [4.60, 0.32, -4.36], [2.87, -2.17, -4.76], [3.00, -0.78, -5.86], [-4.48, 0.21, -0.64], [-3.41, -0.75, -0.11], [-2.86, -0.24, 1.23], [-3.98, -2.16, 0.06], [-2.40, -0.82, -1.14], [-5.29, 0.30, 0.10], [-4.91, -0.17, -1.57], [-4.06, 1.20, -0.82], [-3.66, -0.19, 1.96], [-2.41, 0.74, 1.11], [-2.09, -0.92, 1.60], [-4.82, -2.14, 0.76], [-3.22, -2.84, 0.45], [-4.34, -2.54, -0.90], [0.03, 4.12, 1.83], [-0.14, 2.66, 1.49], [0.42, 1.76, 2.32], [-0.77, 2.31, 0.50], [0.51, 4.30, 2.80], [-0.95, 4.59, 1.82], [0.63, 4.59, 1.05], [1.01, 2.05, 3.09], [0.38, 0.78, 2.05], [-1.52, 1.46, -5.21], [-1.56, 0.89, -3.99], [-2.20, -0.27, -3.87], [-0.83, 1.67, -2.68], [-2.00, 1.07, -6.00], [-1.01, 2.32, -5.32], [-2.65, -0.70, -4.67], [-2.39, -0.65, -2.93]]}